Here is a 9-piece molecular cluster, C29H58FN2O11P overall from the Open Molecules 2025 dataset. Energies are from wB97M-V/def2-TZVPD.

Positions of all 102 atoms, in Å:
1 N -4.43 -0.56 -3.37
2 P -2.93 -0.68 -2.94
3 C -2.59 0.06 -1.28
4 C -3.47 -0.56 -0.21
5 C -3.15 -1.99 0.14
6 F -1.81 -2.24 0.27
7 O -1.18 -0.02 -1.08
8 C -0.77 1.04 -0.34
9 O 0.29 1.24 -0.01
10 O -1.86 1.78 -0.07
11 C -2.76 1.57 -1.20
12 N -2.22 2.32 -2.31
13 H -4.51 -0.02 -4.22
14 H -2.51 -2.03 -2.80
15 H -2.04 -0.01 -3.81
16 H -3.44 0.05 0.69
17 H -4.50 -0.57 -0.54
18 H -3.57 -2.68 -0.58
19 H -3.61 -2.22 1.10
20 H -3.74 1.95 -0.98
21 H -1.76 3.15 -1.98
22 H -1.59 1.75 -2.86
23 C -8.67 -2.06 -1.24
24 C -7.26 -2.19 -0.71
25 C -6.90 -3.51 -0.06
26 O -6.46 -1.29 -0.79
27 H -8.79 -1.07 -1.67
28 H -8.85 -2.81 -2.01
29 H -9.39 -2.18 -0.43
30 H -7.00 -4.32 -0.78
31 H -7.55 -3.69 0.80
32 H -5.86 -3.47 0.28
33 C -1.49 -5.39 -0.48
34 C -1.12 -6.33 0.65
35 C 0.34 -6.40 1.02
36 O -1.96 -6.99 1.22
37 H -2.57 -5.44 -0.65
38 H -1.21 -4.37 -0.22
39 H -0.98 -5.69 -1.39
40 H 0.69 -5.42 1.35
41 H 0.93 -6.74 0.17
42 H 0.47 -7.11 1.84
43 C 3.01 2.52 -0.68
44 C 3.53 3.67 -1.52
45 C 5.01 3.96 -1.41
46 O 2.81 4.32 -2.23
47 H 1.95 2.42 -0.84
48 H 3.51 1.60 -0.97
49 H 3.19 2.72 0.38
50 H 5.59 3.09 -1.72
51 H 5.26 4.22 -0.38
52 H 5.26 4.80 -2.05
53 C 6.33 2.94 3.38
54 C 6.88 4.08 2.56
55 C 8.35 4.36 2.69
56 O 6.17 4.73 1.83
57 H 5.26 2.84 3.20
58 H 6.82 2.01 3.10
59 H 6.49 3.13 4.44
60 H 8.93 3.48 2.38
61 H 8.60 4.61 3.72
62 H 8.62 5.20 2.05
63 C 0.01 2.08 2.93
64 C 0.78 2.33 4.20
65 C 0.48 3.61 4.94
66 O 1.60 1.54 4.61
67 H 0.32 1.14 2.50
68 H -1.06 2.05 3.14
69 H 0.21 2.88 2.21
70 H -0.57 3.64 5.24
71 H 0.70 4.47 4.30
72 H 1.10 3.67 5.83
73 C -0.59 7.54 -2.65
74 C -1.52 6.36 -2.54
75 C -2.70 6.33 -3.48
76 O -1.32 5.48 -1.74
77 H 0.22 7.44 -1.93
78 H -0.16 7.59 -3.66
79 H -1.13 8.47 -2.45
80 H -2.36 6.33 -4.51
81 H -3.34 7.20 -3.30
82 H -3.29 5.43 -3.29
83 C -4.11 -5.71 -4.33
84 C -4.30 -6.22 -2.93
85 C -3.45 -7.40 -2.50
86 O -5.10 -5.71 -2.17
87 H -4.77 -4.87 -4.50
88 H -3.07 -5.38 -4.47
89 H -4.33 -6.50 -5.05
90 H -2.39 -7.14 -2.56
91 H -3.65 -8.26 -3.14
92 H -3.69 -7.66 -1.47
93 C 7.01 -1.85 4.17
94 C 8.16 -1.01 3.69
95 C 9.29 -1.73 2.99
96 O 8.18 0.19 3.85
97 H 6.27 -1.21 4.65
98 H 6.54 -2.37 3.33
99 H 7.36 -2.59 4.90
100 H 8.91 -2.24 2.10
101 H 9.74 -2.46 3.66
102 H 10.05 -1.01 2.69

Output
spin multiplicity	1
E	-68521.171	eV
strongest force on any atom	6.58	eV/A
SMILES	N=[PH2][C@@]1(CCF)OC(=O)O[C@H]1N.CC(C)=O.CC(C)=O.CC(C)=O.CC(C)=O.CC(C)=O.CC(C)=O.CC(C)=O.CC(C)=O
HOMO	-8.8	eV
lowest unoccupied orbital energy	0.57	eV

Atomic partial charges in e from the Löwdin method, atoms 1 to 8: -0.27, 0.81, -0.50, -0.12, -0.21, -0.04, 0.05, -0.61